ORCA calculation (ωB97M-V with the def2-TZVPD basis set) on a structure of composition C31H51Cl2ErN4P in a non-equilibrium geometry.

Its LUMO energy (spin up / spin down) is 2.543 / 2.542 eV. As for the net charge: -1. Its spin multiplicity is 4. The value obtained for the total energy is -3707.835511 Eh.

Geometry as XYZ:
```
90
C31H51Cl2ErN4P ωB97M-V with the def2-TZVPD basis set
P -1.0760 0.9181 -0.8551
C -1.1211 2.6303 -0.1574
C -1.8695 3.6292 -1.0379
C -1.6719 5.0491 -0.4878
C -2.0602 5.1444 0.9939
C -1.3456 4.0977 1.8619
C -1.5576 2.6781 1.3146
C -2.5995 -0.0556 -0.5162
C -3.8395 0.6612 -1.0211
C -5.0339 -0.3008 -0.9199
C -5.2070 -0.8401 0.5068
C -3.9225 -1.4730 1.0659
C -2.7374 -0.5079 0.9458
C -0.8387 1.0407 -2.6949
C 0.4717 1.7700 -3.0276
C 0.5882 1.9453 -4.5466
C 0.4959 0.6101 -5.2950
C -0.7432 -0.1955 -4.8879
C -0.8722 -0.3313 -3.3717
H -0.0470 2.8943 -0.1674
H -2.9423 3.3757 -1.0685
H -1.5073 3.5862 -2.0762
H -2.2631 5.7577 -1.0813
H -0.6109 5.3206 -0.6033
H -1.8464 6.1507 1.3683
H -3.1448 4.9965 1.0840
H -0.2648 4.3061 1.8736
H -1.7092 4.1580 2.8958
H -0.9813 1.9471 1.9022
H -2.6219 2.4035 1.4103
H -2.4565 -0.9826 -1.0988
H -4.8556 -1.1437 -1.6056
H -3.7087 0.9887 -2.0641
H -4.0212 1.5654 -0.4177
H -5.9463 0.2102 -1.2506
H -6.0235 -1.5696 0.5306
H -5.5015 -0.0109 1.1642
H -4.0673 -1.7678 2.1152
H -3.6827 -2.3866 0.4986
H -1.8178 -0.9982 1.2930
H -2.8833 0.3590 1.6052
H -1.6934 1.6360 -3.0700
H 0.5267 2.7520 -2.5368
H 1.3348 1.2044 -2.6420
H -0.2418 2.5894 -4.8740
H 1.5236 2.4618 -4.7947
H 1.3981 0.0175 -5.0971
H 0.4674 0.7963 -6.3729
H -0.7282 -1.1903 -5.3512
H -1.6414 0.3264 -5.2483
H -1.7854 -0.8870 -3.1239
H -0.0463 -0.9445 -2.9886
Er 1.2406 -0.3899 0.0104
Cl 0.0217 -2.3469 -1.0378
Cl 2.6215 1.6809 -0.3329
C 0.6068 0.0114 2.0921
H 0.9642 1.0114 2.3955
C 0.2185 -0.8118 3.1665
C -0.2490 -2.1700 2.9668
C -0.6711 -2.9282 4.0473
C -0.6174 -2.4021 5.3430
C -0.1262 -1.1114 5.5834
C 0.2903 -0.3292 4.5168
H -0.2500 -2.5545 1.9312
H -1.0426 -3.9475 3.8632
H -0.0674 -0.7150 6.5960
H 0.6982 0.6819 4.6686
H -0.9511 -3.0118 6.1854
C 3.7610 -1.7485 -0.9530
N 3.0411 -1.8129 0.3764
C 3.9118 -1.1664 1.4158
N 5.2303 -1.8291 1.5061
C 5.8823 -1.7646 0.1685
N 5.0727 -2.4203 -0.8937
C 4.8324 -3.8375 -0.5071
N 4.1523 -3.9561 0.8104
C 2.8538 -3.2472 0.7403
C 4.9768 -3.2597 1.8377
H 3.9038 -0.6901 -1.2257
H 3.1398 -2.2533 -1.7084
H 3.4039 -1.2480 2.3871
H 4.0293 -0.1075 1.1478
H 6.8520 -2.2705 0.2322
H 6.0320 -0.7074 -0.1026
H 4.2034 -4.3142 -1.2758
H 5.7989 -4.3514 -0.4508
H 2.3715 -3.3007 1.7234
H 2.2065 -3.6986 -0.0170
H 5.9445 -3.7693 1.9166
H 4.4418 -3.3066 2.7984
```